a | Entry from the Open Molecules 2025 dataset: 2 unconnected molecules or ions with the total composition C4H8N4O (ωB97M-V/def2-TZVPD).

Net charge ... 0
HOMO level ... -0.3273 hartree
Orbital gap ... 0.3347 Ha
LUMO level ... 0.20 eV

Atoms and positions in Å:
C (0.68105, -0.05320, -0.73790)
C (0.06122, 1.32490, -0.61900)
C (-1.24038, 1.69216, -0.00221)
C (0.66625, -0.24681, 0.86585)
H (-1.32075, -1.03440, -0.47525)
H (-0.46767, -1.02138, -2.25857)
H (1.62379, -0.10350, -1.20558)
H (-0.10817, 2.21857, -1.55487)
H (-2.18300, 0.97451, 0.38385)
H (-1.65602, 2.61920, -0.36734)
H (0.45835, -1.55328, 2.34953)
H (0.59292, -2.37829, 0.00658)
N (-0.36615, -1.03727, -1.11817)
N (0.02840, 1.83671, 0.67006)
N (0.33773, 0.79360, 1.53681)
N (1.64514, -1.39661, 1.66496)
O (1.24730, -2.63492, 0.86125)

b | Entry from the Open Molecules 2025 dataset: 2 unconnected molecules or ions with the total composition C4H8N4O (ωB97M-V/def2-TZVPD).

Net charge ... 0
HOMO level ... -0.3251 hartree
Orbital gap ... 0.3255 Ha
LUMO level ... 0.01 eV

Atoms and positions in Å:
C (0.54827, -0.74911, -0.07425)
C (-1.21158, 0.92896, -0.19729)
C (-1.46679, 2.21225, -0.07081)
C (-1.54133, -1.79289, 0.33411)
H (2.03304, 0.55417, -1.02250)
H (3.35554, 0.43447, 0.20775)
H (1.90587, -2.01393, -0.39723)
H (0.56308, 0.85395, 0.80795)
H (-1.80270, 0.29764, -1.06515)
H (-2.41667, 2.59666, -0.25238)
H (-0.45249, 2.61452, 0.49366)
H (-1.08149, -1.89280, 1.83051)
N (2.73094, -0.12642, -0.43855)
N (1.89061, -1.02898, 0.23581)
N (-0.10126, 0.45098, 0.32823)
N (-0.26142, -1.66463, -0.33950)
O (-2.69162, -1.67482, -0.38038)

Stability check: which of them is least stable? a.

a | Entry from the Open Molecules 2025 dataset: C4H8NO2 in the gas phase (ωB97M-V/def2-TZVPD).

Net charge ... 0
Multiplicity ... 2
HOMO level (alpha / beta) ... -0.3546 / -0.3458 hartree
Orbital gap (alpha / beta) ... 0.3726 / 0.2539 Ha
LUMO level (alpha / beta) ... 0.49 / -2.50 eV

Atoms and positions in Å:
O (-1.69825, -0.66209, -0.94145)
C (-0.72186, -0.40224, -0.29907)
N (0.24447, -1.39670, -0.00138)
C (1.75360, -1.85852, -0.15922)
O (2.03388, -3.04626, 0.00878)
C (-0.69479, 0.83739, 0.57781)
C (-0.76155, 2.17033, -0.20433)
H (-0.24614, -2.20781, 0.36672)
H (1.85162, -1.43733, -1.19034)
H (2.17679, -1.08571, 0.51265)
H (0.11399, 0.81501, 1.31065)
H (-1.62954, 0.82224, 1.13811)
H (-1.16688, 2.92830, 0.46996)
H (0.20625, 2.48261, -0.56585)
H (-1.46161, 2.04079, -1.02303)

b | Entry from the Open Molecules 2025 dataset: a molecular structure, C4H8NO2 (ωB97M-V/def2-TZVPD).

Net charge ... 0
Multiplicity ... 2
HOMO level (alpha / beta) ... -0.3800 / -0.3650 hartree
Orbital gap (alpha / beta) ... 0.4050 / 0.2440 Ha
LUMO level (alpha / beta) ... 0.68 / -3.29 eV

Atoms and positions in Å:
O (1.78254, -1.01748, 0.65236)
C (0.92600, -0.30482, 0.13126)
N (1.10946, 0.51258, -0.89558)
C (-0.02614, 1.53841, -2.14921)
O (0.75302, 2.28554, -2.73524)
C (-0.49858, -0.40948, 0.71426)
C (-0.60545, -1.13392, 2.04138)
H (1.74120, 0.33565, -1.66867)
H (-0.26237, 0.56792, -2.64329)
H (-0.81656, 1.87314, -1.48142)
H (-1.02249, -0.98047, -0.06533)
H (-0.93467, 0.58408, 0.83349)
H (-1.55074, -1.68950, 2.03447)
H (0.19426, -1.76428, 2.39562)
H (-0.78950, -0.39737, 2.83591)

Stability check: which of them is least stable? b.

a | Entry from the Open Molecules 2025 dataset: C4H8NO2 in the gas phase (ωB97M-V/def2-TZVPD).

Net charge ... 0
Multiplicity ... 2
HOMO level (alpha / beta) ... -0.3687 / -0.3629 hartree
Orbital gap (alpha / beta) ... 0.3994 / 0.2472 Ha
LUMO level (alpha / beta) ... 0.83 / -3.15 eV

Atoms and positions in Å:
C (-0.48134, -0.31191, -0.00696)
N (-0.13983, -0.69824, 1.33664)
C (0.31341, -1.87046, 2.01110)
O (0.66652, -1.79681, 3.15837)
O (0.31863, -2.88612, 1.21770)
C (0.30937, 0.93309, -0.42293)
C (0.06239, 1.27847, -1.88421)
H (-0.35467, -1.12567, -0.73392)
H (-1.56811, -0.10227, -0.11168)
H (-0.23267, -0.08443, 2.14417)
H (1.37514, 0.85771, -0.18876)
H (-0.08436, 1.74811, 0.20547)
H (0.00504, 2.34229, -2.06214)
H (-0.98809, 0.96842, -2.14095)
H (0.79858, 0.74781, -2.52188)

b | Entry from the Open Molecules 2025 dataset: C4H8NO2 in the gas phase (ωB97M-V/def2-TZVPD).

Net charge ... 0
Multiplicity ... 2
HOMO level (alpha / beta) ... -0.1733 / -0.3074 hartree
Orbital gap (alpha / beta) ... 0.1864 / 0.3093 Ha
LUMO level (alpha / beta) ... 0.36 / 0.05 eV

Atoms and positions in Å:
O (1.89162, -1.57323, -0.91539)
C (1.49819, -0.48964, -0.35803)
C (0.02843, -0.31503, -0.15934)
C (-0.34209, 0.56043, 1.03010)
C (-1.14395, 1.80390, 0.73655)
O (-1.46924, 2.13273, -0.37191)
N (-0.47303, -1.74057, -0.04029)
H (2.13887, 0.35591, -0.08094)
H (-0.47295, 0.13263, -1.03185)
H (-0.76518, -0.02905, 1.84635)
H (0.58494, 0.88415, 1.53778)
H (-1.37861, 2.41594, 1.62480)
H (0.27086, -2.22388, 0.48372)
H (-1.35515, -1.80873, 0.46317)
H (-0.47270, -2.20868, -0.94845)

Stability check: which of them is least stable? b.